Entry 1:
{
  "formula": "CH3N2OS",
  "method": "wB97M-V/def2-TZVPD",
  "homo_lumo_gap_ev": [6.93, 7.14],
  "charge": -1,
  "e_above_lowest_kcal_mol": 75.9,
  "max_force_ha_per_bohr": 0.0485,
  "symbols": ["C", "N", "N", "O", "S", "H", "H", "H"],
  "coordinates": [[-0.1935, 0.2478, 0.1093], [-1.4571, 0.8971, 0.2174], [-2.4411, 0.1731, 0.0302], [-1.9105, -2.0171, 0.0407], [-3.9781, 0.4394, 0.1082], [-0.3903, -0.7780, -0.2706], [0.4590, 0.8458, -0.5343], [0.2675, 0.1632, 1.0980]],
  "forces_ev_per_a": [[0.64, -0.99, -0.39], [-1.32, 0.12, -0.06], [2.43, -0.45, 0.38], [-0.15, 0.70, -0.10], [-1.85, 0.26, -0.04], [0.27, 0.24, 0.14], [0.00, -0.01, 0.06], [-0.02, 0.13, 0.01]]
}

=====

Entry 2:
{
  "formula": "C14H27N4O7",
  "method": "wB97M-V/def2-TZVPD",
  "homo_lumo_gap_ev": 9.39,
  "charge": 1,
  "e_above_lowest_kcal_mol": 20.2,
  "max_force_ha_per_bohr": 0.0479,
  "symbols": ["O", "O", "O", "O", "O", "O", "O", "C", "C", "C", "C", "C", "N", "N", "N", "N", "C", "C", "C", "C", "C", "C", "C", "C", "C", "H", "H", "H", "H", "H", "H", "H", "H", "H", "H", "H", "H", "H", "H", "H", "H", "H", "H", "H", "H", "H", "H", "H", "H", "H", "H", "H"],
  "coordinates": [[-2.1712, 4.4466, 4.9298], [-1.5595, -0.6697, 3.1691], [1.0690, -2.3331, -6.7175], [3.8061, -0.0432, -3.1883], [-1.1135, -2.6263, -4.9343], [1.6458, -1.2187, -2.2196], [0.2085, -0.1285, -5.4530], [-1.7962, 3.3078, 4.7242], [-1.9990, 0.4743, 3.1838], [2.0756, 0.9741, 1.3499], [1.2214, 0.5455, 2.3307], [2.0096, -1.2415, 1.2920], [2.5542, -0.1535, 0.7029], [-3.2826, 0.7468, 3.4499], [-1.4955, 2.9502, 3.4706], [1.1764, -0.8342, 2.2744], [-1.6999, 2.3445, 5.8941], [-4.3106, -0.2494, 3.7600], [1.2434, -2.8713, -5.3983], [2.6764, 0.0678, -4.0612], [0.1859, -2.3253, -4.4232], [1.3877, -0.2799, -3.2890], [0.2287, -0.7921, -4.1847], [0.4453, 1.4249, 3.2866], [-1.0418, 1.6580, 2.9186], [0.3867, -2.8413, -7.1983], [3.8732, -0.9683, -2.8946], [-1.3475, -1.9773, -5.6262], [0.7955, -1.5260, -1.8541], [0.7229, -0.6611, -6.1052], [2.3240, 2.0059, 1.1220], [2.1679, -2.2724, 0.9850], [3.1548, -0.1556, -0.1222], [-3.5605, 1.7170, 3.4578], [-1.6003, 3.7165, 2.8195], [0.5226, -1.4053, 2.8118], [-1.2212, 1.4076, 5.6341], [-1.1268, 2.8291, 6.6844], [-2.7058, 2.1466, 6.2622], [-4.8454, -0.5303, 2.8509], [-5.0250, 0.1604, 4.4769], [-3.8607, -1.1459, 4.1930], [2.2464, -2.6479, -5.0265], [1.1583, -3.9624, -5.4429], [2.6020, 1.0880, -4.4531], [2.8177, -0.5937, -4.9183], [0.3054, -2.8557, -3.4743], [1.0470, 0.6588, -2.8377], [-0.6947, -0.5259, -3.6579], [0.5150, 0.9913, 4.2848], [0.9534, 2.3912, 3.3258], [-1.0690, 1.7830, 1.8356]],
  "forces_ev_per_a": [[-0.01, 0.05, -0.02], [0.51, -0.23, -0.19], [0.08, -0.30, -0.02], [-0.06, 0.09, 0.03], [0.03, -0.01, -0.10], [-0.03, -0.02, 0.04], [0.15, -0.03, 0.37], [-0.53, 0.89, 2.03], [0.11, -0.25, 0.71], [-0.42, -0.33, 0.46], [-0.24, 0.79, -0.08], [-0.30, 0.49, -0.19], [-0.64, -0.50, 0.86], [-0.06, 0.51, 0.05], [0.35, -1.36, -2.02], [1.10, 0.28, -1.09], [0.23, -0.06, -0.52], [0.16, -0.16, -0.16], [-0.44, -0.28, 0.09], [0.12, -0.92, 0.53], [-0.36, 0.50, -0.44], [-0.54, 0.31, -0.24], [0.62, -0.32, -0.57], [0.02, -1.02, 0.04], [-0.24, 1.05, 0.19], [0.50, 0.31, 0.50], [-0.14, 0.48, -0.30], [0.32, -0.24, 0.50], [0.45, 0.29, -0.41], [-0.48, 0.30, 0.47], [0.18, -0.48, -0.19], [-0.01, 0.39, 0.11], [-0.25, -0.17, 0.23], [0.05, -0.07, -0.03], [0.00, -0.05, 0.04], [0.05, 0.17, -0.13], [0.01, -0.28, 0.06], [-0.11, 0.02, -0.07], [0.04, 0.02, 0.01], [0.00, -0.04, 0.09], [0.18, 0.08, -0.12], [0.07, 0.23, -0.13], [-0.01, 0.14, -0.33], [-0.06, 0.13, 0.11], [0.16, -0.25, 0.30], [-0.02, 0.00, -0.05], [-0.19, -0.06, -0.16], [-0.02, -0.05, 0.09], [-0.08, -0.10, -0.23], [0.01, 0.03, 0.07], [-0.19, -0.09, -0.10], [-0.09, 0.10, -0.11]]
}

=====

Entry 3:
{
  "formula": "C35H75N4O9P2",
  "method": "wB97M-V/def2-TZVPD",
  "homo_lumo_gap_ev": 9.33,
  "charge": 1,
  "max_force_ha_per_bohr": 0.1153,
  "symbols": ["C", "C", "C", "C", "N", "C", "P", "P", "O", "O", "O", "O", "C", "N", "N", "C", "C", "C", "C", "C", "O", "C", "C", "C", "O", "O", "N", "C", "C", "C", "C", "C", "C", "C", "C", "C", "O", "O", "H", "H", "H", "H", "H", "H", "H", "H", "H", "H", "H", "H", "H", "H", "H", "H", "H", "H", "H", "H", "H", "H", "H", "H", "H", "H", "H", "H", "H", "H", "H", "H", "H", "H", "H", "H", "H", "H", "H", "H", "H", "H", "H", "H", "H", "H", "H", "C", "C", "C", "C", "C", "C", "H", "H", "H", "H", "H", "H", "H", "H", "H", "H", "H", "H", "H", "H", "C", "C", "C", "C", "C", "C", "H", "H", "H", "H", "H", "H", "H", "H", "H", "H", "H", "H", "H", "H"],
  "coordinates": [[-0.2672, 9.2301, 3.0280], [0.8678, 8.2296, 2.4789], [0.2907, 7.1959, 1.3732], [0.5456, 5.6751, 1.9122], [-0.2095, 4.6827, 1.1131], [-1.4141, 4.0826, 1.7372], [-2.3101, 5.2372, 3.0182], [-1.5905, 4.8090, 5.0499], [-1.5061, 6.1200, 5.8764], [-0.0453, 4.1042, 5.1153], [-2.6324, 3.6998, 5.8652], [-1.0261, 2.9509, 2.5062], [-0.9794, 1.6530, 1.8860], [-1.6562, 0.7363, 2.8831], [0.4602, 1.2154, 1.9795], [0.9722, 1.0915, 3.3576], [1.1535, -0.4604, 3.8437], [-1.5844, 1.5108, 0.3843], [-1.9521, -0.0538, 0.1176], [-0.6924, -1.0361, 0.1318], [-0.9495, -2.2727, 0.2289], [-0.4396, 1.8146, -0.7444], [-0.7467, 1.3044, -2.2351], [0.2918, 0.1803, -2.7614], [-0.1035, -0.8662, -3.3382], [1.6856, 0.3200, -2.5392], [-2.7160, 2.4614, 0.0775], [-4.1295, 1.9596, 0.1139], [-4.9440, 1.7165, 1.4306], [-4.6065, 2.4843, 2.7837], [-5.1918, 0.1412, 1.8292], [-2.5272, 3.8853, 0.6039], [-2.2624, 4.9502, -0.6033], [-3.5310, 5.1372, -1.5674], [-4.8320, 5.7553, -0.8665], [-6.1667, 4.9499, -1.3156], [-6.2845, 4.4475, -2.4678], [-7.2858, 4.7529, -0.4457], [-0.1063, 10.2510, 2.5456], [-0.1065, 9.3574, 4.1597], [-1.3200, 8.8074, 2.8943], [1.7571, 8.8337, 2.0983], [1.2716, 7.5767, 3.3445], [-0.8180, 7.3840, 1.1406], [0.9241, 7.3686, 0.4206], [1.6647, 5.4988, 1.6583], [0.4916, 5.5875, 3.0457], [0.4531, 3.8881, 0.9931], [-1.9830, 6.6078, 2.7820], [0.6427, 4.7878, 5.3187], [-2.0550, 2.9355, 6.1326], [-2.6467, 0.5977, 2.6541], [-1.7032, 1.2488, 3.7900], [1.0824, 1.8674, 1.4864], [0.4111, 1.6331, 4.1842], [2.0472, 1.5210, 3.3678], [2.2551, -0.7473, 3.9427], [0.5349, -0.6815, 4.7787], [0.7130, -1.0939, 2.9937], [-2.6805, -0.4886, 0.8901], [-2.5234, -0.2054, -0.8781], [0.4094, -0.7439, 0.1149], [-0.1819, 2.9278, -0.8122], [0.5650, 1.2981, -0.4973], [-1.8338, 1.0335, -2.4577], [-0.5300, 2.2015, -2.9392], [2.1940, 0.2785, -3.3806], [-2.6119, 2.6579, -0.9519], [-4.6986, 2.8017, -0.4582], [-4.3288, 1.0562, -0.5855], [-6.0365, 2.0429, 1.2024], [-3.5112, 2.5827, 3.0672], [-5.0726, 3.5328, 2.7418], [-5.1113, 1.9071, 3.6494], [-4.6763, -0.1259, 2.8104], [-4.8629, -0.5431, 0.9552], [-6.3148, -0.0838, 1.9674], [-3.5747, 4.2135, 0.9700], [-1.3422, 4.7121, -1.2254], [-2.0717, 5.9887, -0.1296], [-3.2331, 5.8694, -2.4105], [-3.7186, 4.1324, -2.0967], [-5.0023, 6.8316, -1.2426], [-4.7821, 5.8140, 0.2761], [-7.5477, 5.5922, -0.0057], [3.9186, -4.9859, -2.8491], [2.8759, -4.9340, -1.7403], [2.2332, -3.5535, -1.5884], [3.1999, -2.4317, -1.2000], [3.9680, -2.6638, 0.1019], [3.0585, -2.7650, 1.3178], [4.7506, -4.3052, -2.6540], [4.3304, -5.9961, -2.9313], [3.4740, -4.7222, -3.8125], [3.3239, -5.2571, -0.7957], [2.0887, -5.6611, -1.9675], [1.4281, -3.6195, -0.8479], [1.7474, -3.2822, -2.5329], [2.6307, -1.4982, -1.1150], [3.9190, -2.2684, -2.0100], [4.6625, -1.8301, 0.2514], [4.5866, -3.5641, 0.0282], [2.4717, -1.8498, 1.4408], [3.6534, -2.9089, 2.2245], [2.3683, -3.6082, 1.2399], [2.0961, -9.0058, -3.4329], [3.5523, -9.1887, -3.0264], [4.5302, -8.9158, -4.1720], [4.3918, -9.8522, -5.3751], [4.5499, -11.3396, -5.0559], [5.9275, -11.6878, -4.5113], [1.8072, -9.6999, -4.2251], [1.4396, -9.1898, -2.5773], [1.9162, -7.9860, -3.7839], [3.7007, -10.1949, -2.6235], [3.7748, -8.4972, -2.2059], [5.5527, -8.9662, -3.7812], [4.3936, -7.8843, -4.5170], [5.1412, -9.5677, -6.1236], [3.4196, -9.6951, -5.8538], [4.3798, -11.9134, -5.9728], [3.7807, -11.6647, -4.3476], [6.7071, -11.4216, -5.2297], [5.9979, -12.7623, -4.3193], [6.1351, -11.1712, -3.5711]],
  "forces_ev_per_a": [[1.00, -0.15, 0.78], [-0.61, -0.51, 0.37], [1.10, 0.04, 0.51], [1.73, 1.57, -1.05], [0.61, -1.01, 0.97], [0.72, 1.08, -0.13], [-1.18, -0.55, -0.16], [1.90, 2.56, 5.00], [-0.72, -3.32, -2.94], [-1.74, 0.55, -0.40], [2.96, 0.54, -2.18], [-1.70, 0.72, -1.22], [0.90, -1.74, 1.84], [-0.59, 1.18, -0.64], [-1.07, 0.78, -0.73], [1.91, -1.17, 1.92], [-0.72, 0.17, -1.17], [2.61, -2.03, -0.74], [-0.64, 0.06, 0.25], [-1.14, -4.31, 0.62], [0.86, 4.87, -0.43], [1.17, 0.12, -0.09], [1.03, 1.06, -0.86], [-1.05, -4.03, -1.81], [1.04, 4.38, 2.09], [-1.99, 1.42, -0.21], [0.47, 0.10, -1.45], [-3.31, 0.50, -1.21], [-1.77, -1.14, 1.63], [-0.58, 0.47, 0.26], [0.02, -0.13, -0.92], [-0.97, 2.09, -0.16], [-0.70, 0.72, 0.16], [0.55, -0.01, -0.48], [-1.18, -0.21, -0.10], [-1.17, -1.40, -3.39], [1.10, 1.87, 4.82], [1.96, 1.28, -0.84], [-0.70, -1.41, 0.57], [-0.34, -0.04, -1.70], [1.44, 0.77, -0.02], [-1.27, -0.90, 0.35], [-0.63, 1.16, -1.22], [1.65, -0.21, 0.34], [-1.36, -0.61, 1.30], [-1.77, 0.18, 0.55], [-0.37, 0.07, -1.44], [-0.81, 0.77, -0.04], [0.67, -0.70, 0.34], [-1.11, -0.54, -0.01], [-0.75, 0.83, -0.12], [0.51, 0.01, -0.12], [0.36, -0.51, -0.96], [-0.62, -0.29, 0.16], [0.53, -0.32, -1.40], [-1.85, -0.43, -0.12], [-1.63, 0.46, 0.13], [1.12, 0.31, -1.21], [0.65, 0.75, 1.34], [1.26, 0.74, -0.99], [1.26, 0.37, 1.44], [-1.43, 0.20, -0.12], [-0.56, -1.47, 0.33], [-1.84, 0.89, 0.09], [1.71, -0.15, 0.30], [-0.31, -1.41, 1.08], [-0.69, -0.42, 0.61], [0.01, -0.60, 0.96], [1.03, -1.29, 1.02], [1.07, 1.38, 1.20], [2.05, -0.27, -0.06], [-1.34, -0.14, -0.57], [0.85, -1.44, 0.26], [0.73, 1.06, -1.44], [-0.52, 0.15, -1.45], [-0.39, 0.91, 1.59], [1.79, 0.61, -0.12], [1.85, -0.91, -0.13], [-1.15, 0.18, 0.91], [-0.12, -1.87, -0.51], [-0.32, -1.34, 1.35], [-0.25, 1.53, 0.68], [0.30, -1.65, 0.59], [0.01, -0.19, -1.55], [0.47, -0.65, -0.14], [0.09, -0.20, 0.08], [-0.11, 0.07, -0.13], [-0.11, -0.07, 0.11], [0.07, -0.04, -0.02], [-0.01, 0.11, -0.06], [0.13, -0.14, 0.13], [-0.02, -0.03, -0.05], [0.01, 0.11, -0.07], [0.05, 0.02, 0.02], [-0.03, 0.04, 0.00], [0.04, 0.05, 0.07], [0.04, 0.05, -0.05], [0.02, -0.02, 0.04], [0.05, -0.05, 0.03], [-0.04, -0.01, 0.01], [0.01, -0.06, -0.03], [-0.05, 0.05, -0.04], [-0.04, -0.03, 0.00], [-0.12, 0.04, -0.02], [0.00, 0.08, 0.02], [-0.10, -0.11, 0.19], [0.04, 0.18, -0.08], [0.11, -0.04, 0.10], [-0.10, 0.00, -0.07], [0.03, 0.06, -0.10], [-0.01, -0.20, 0.09], [-0.01, 0.06, 0.02], [-0.01, 0.05, -0.12], [-0.01, -0.04, -0.04], [0.04, 0.03, -0.04], [0.03, -0.07, -0.02], [-0.05, -0.01, -0.06], [-0.02, -0.04, 0.02], [-0.04, -0.04, 0.05], [0.04, 0.03, 0.04], [-0.04, 0.04, 0.06], [0.01, 0.06, -0.04], [0.00, 0.01, 0.06], [0.08, 0.10, -0.01], [0.02, -0.02, -0.06]]
}

=====

- Number 2 is which compound?
  C14H27N4O7